1.
{
  "formula": "C2H13NO3",
  "method": "the ωB97M-V functional and the def2-TZVPD basis",
  "elements": ["O", "O", "O", "N", "C", "C", "H", "H", "H", "H", "H", "H", "H", "H", "H", "H", "H", "H", "H"],
  "coordinates": [[0.251, 0.305, -0.868], [4.168, 0.802, 0.537], [3.242, -1.115, -3.307], [-1.803, 0.307, 0.965], [-3.247, 0.450, 1.419], [-3.793, -0.855, 1.712], [-0.436, -0.120, -0.300], [4.463, 0.891, -0.345], [2.569, -0.661, -3.872], [-3.787, 1.022, 0.583], [-1.339, 0.347, 1.782], [-3.153, 0.957, 2.406], [4.695, 1.323, 1.208], [-1.373, 1.113, 0.467], [-4.743, -0.771, 2.216], [-3.991, -1.540, 0.846], [3.377, -0.496, -2.541], [-3.222, -1.288, 2.540], [0.514, -0.432, -1.426]],
  "forces_ev_per_angstrom": [[-0.450, -0.656, 0.251], [-0.278, 0.216, 2.876], [-0.649, 1.419, 0.401], [-1.765, 0.628, -3.048], [1.832, 2.539, -1.636], [-1.404, -2.410, 0.318], [0.404, 0.307, -0.364], [0.985, 0.625, -0.998], [0.868, -0.516, 0.736], [0.489, -0.625, 1.624], [2.415, -0.398, 3.435], [-0.807, 0.509, -0.895], [-0.657, -0.819, -1.856], [-1.341, -0.325, 0.328], [-0.758, 0.373, -0.047], [0.735, 0.533, 0.794], [-0.284, -0.895, -1.117], [0.413, -0.563, -0.618], [0.253, 0.058, -0.183]],
  "mulliken_charge": [-0.673, -0.621, -0.646, -0.645, -0.266, -1.068, 0.472, 0.301, 0.324, 0.282, 0.146, 0.233, 0.322, 0.247, 0.379, 0.256, 0.317, 0.279, 0.362],
  "mol_weight_g_mol": 99.1,
  "lumo_ev": 0.678,
  "e_homo_ev": -9.82,
  "e_above_lowest_kj_mol": 180.2,
  "smiles": "CCN.O.O.O",
  "total_energy_ev": -9916.3439
}


2.
{
  "formula": "C16H44ClN4O4Pd",
  "method": "the ωB97M-V functional and the def2-TZVPD basis",
  "elements": ["Pd", "Cl", "O", "O", "O", "O", "N", "N", "N", "N", "C", "C", "C", "C", "C", "C", "C", "C", "C", "C", "C", "C", "C", "C", "C", "C", "H", "H", "H", "H", "H", "H", "H", "H", "H", "H", "H", "H", "H", "H", "H", "H", "H", "H", "H", "H", "H", "H", "H", "H", "H", "H", "H", "H", "H", "H", "H", "H", "H", "H", "H", "H", "H", "H", "H", "H", "H", "H", "H", "H"],
  "coordinates": [[-1.554, 3.944, 1.194], [-1.310, 1.435, 0.494], [2.394, -2.246, 3.995], [-0.980, 2.527, -6.400], [3.991, -1.303, -2.769], [-3.562, -2.814, 4.590], [-1.373, 2.839, -2.684], [1.460, 0.805, 2.130], [-2.504, 0.655, 3.539], [1.682, 0.962, -1.062], [2.078, -0.199, -1.826], [3.595, -0.197, 2.097], [2.108, -0.448, 2.398], [-2.623, -1.795, 4.089], [-0.272, 3.315, -7.347], [-2.907, -4.099, 4.737], [1.169, -0.362, -3.080], [-1.671, 2.341, -4.016], [-0.883, 3.128, -5.141], [-3.197, 2.601, -4.295], [-3.377, -0.423, 3.839], [3.974, -2.571, -2.049], [-4.389, -0.498, 2.704], [3.550, -0.118, -2.103], [1.818, -0.985, 3.825], [2.070, -3.020, 5.149], [1.672, -1.032, 1.587], [-4.909, 0.459, 2.653], [4.084, 0.172, 2.999], [-3.120, 1.445, 3.411], [3.874, 0.522, 1.327], [1.502, -1.199, -3.693], [-0.299, 2.885, -8.348], [4.114, -1.118, 1.831], [-2.193, -2.134, 3.147], [0.163, -0.631, -2.758], [-1.522, 2.093, -2.021], [-1.464, 1.271, -3.986], [4.454, -3.394, -2.579], [-5.157, -1.267, 2.789], [2.552, -3.963, 4.890], [4.372, -2.513, -1.036], [-2.904, -4.730, 3.848], [0.485, 0.596, 1.973], [0.754, 0.725, -0.743], [0.805, 3.311, -7.180], [-3.398, 2.137, -5.260], [1.667, 1.658, -1.794], [-3.856, 2.169, -3.541], [2.923, -2.853, -1.981], [-0.369, 2.945, -2.674], [-3.906, -0.689, 1.746], [-1.129, 4.189, -5.200], [1.887, -1.093, -1.231], [3.841, 0.740, -2.710], [0.732, -1.027, 3.907], [0.135, 3.022, -4.766], [-0.598, 4.354, -7.372], [-2.145, 0.588, 2.597], [-1.872, -4.009, 5.067], [-3.442, 3.663, -4.270], [2.330, -2.614, 6.127], [0.989, -3.155, 5.099], [-1.799, -1.675, 4.792], [4.048, -0.022, -1.138], [2.033, -0.329, 4.668], [1.059, 0.547, -3.672], [-3.567, -4.547, 5.480], [-3.821, -0.126, 4.789], [1.710, 1.153, 1.215]],
  "forces_ev_per_angstrom": [[0.076, -1.492, -0.581], [0.068, 1.359, 0.491], [0.934, 0.733, -0.715], [-0.059, 0.291, -0.400], [0.975, -0.575, -0.128], [1.934, 0.909, -1.012], [0.914, 0.615, 0.123], [-1.371, -2.427, -1.093], [1.675, 1.179, -0.174], [0.180, -0.428, 0.650], [-0.651, -0.697, -1.039], [0.890, -0.917, 0.593], [3.104, 2.014, 1.173], [-1.585, 0.165, -0.054], [0.601, -0.357, -0.473], [-1.177, 0.750, 0.399], [0.234, -0.478, 0.590], [-2.572, 1.293, -1.246], [0.339, -1.542, 1.781], [0.860, -0.858, 0.191], [-0.432, -2.089, 0.378], [-1.308, 1.167, -0.141], [-0.785, -0.645, 0.210], [0.377, -1.711, 0.108], [-1.357, -0.778, 0.211], [-0.860, -0.100, -1.239], [-0.434, -0.850, -0.165], [-0.055, 0.053, -0.161], [-0.055, -0.096, 0.168], [-0.015, 0.507, 0.410], [-0.776, 0.040, -0.261], [0.191, 0.224, -0.177], [-0.819, -0.155, 0.116], [-0.125, -0.108, 0.154], [0.040, -0.130, -0.335], [-0.132, 0.065, 0.166], [-0.339, -0.072, 0.183], [0.089, -0.114, -0.974], [0.345, 0.661, -0.373], [0.031, -0.081, 0.329], [-0.018, -0.005, 0.719], [0.251, 0.274, 0.040], [-0.197, 0.296, -0.376], [-1.682, 1.045, 1.101], [-0.583, 0.895, -0.253], [0.232, 0.096, 0.688], [-0.397, 0.288, -0.050], [-0.541, 0.914, 0.520], [0.152, -0.376, 0.051], [-0.125, -0.317, 0.264], [0.481, 0.348, 0.336], [0.278, 0.154, -0.025], [-0.326, 0.077, 0.316], [0.169, -0.093, 0.266], [-0.095, -0.097, -0.230], [-0.588, -0.384, -0.143], [0.772, 0.431, -0.250], [-0.264, 0.018, 0.028], [0.240, -0.473, -0.259], [-0.027, 0.123, 0.353], [0.352, 0.073, -0.338], [0.416, 0.204, -0.205], [-0.209, -0.277, 0.417], [-0.022, 0.166, 0.293], [0.259, 0.083, 0.202], [0.872, 0.645, -0.373], [0.357, 0.074, -0.110], [0.566, -0.509, 0.102], [-0.469, -0.434, 0.025], [1.197, 1.440, -0.794]],
  "mulliken_charge": [0.610, -0.623, -0.307, -0.340, -0.402, -0.371, -0.699, -0.082, -0.630, -0.408, 0.547, -1.480, 0.684, -0.655, -0.774, -0.633, -1.516, 0.693, -0.650, -1.462, 0.389, -0.596, -1.328, -0.581, -0.171, -0.483, 0.252, 0.385, 0.392, 0.260, 0.432, 0.453, 0.282, 0.341, 0.273, 0.369, 0.196, 0.129, 0.275, 0.360, 0.277, 0.231, 0.272, 0.089, 0.125, 0.314, 0.346, 0.270, 0.377, 0.270, 0.223, 0.301, 0.434, 0.144, 0.334, -0.102, 0.285, 0.321, 0.189, 0.202, 0.343, 0.297, 0.059, 0.373, 0.190, 0.430, 0.327, 0.271, 0.356, 0.323],
  "total_charge": 1,
  "mol_weight_g_mol": 498.4,
  "s_squared": 2.01,
  "lumo_ev": [-4.631, -7.745],
  "e_homo_ev": [-11.73, -11.73],
  "spin_multiplicity": 3,
  "e_above_lowest_kj_mol": 388.5,
  "total_energy_ev": -47444.8609
}


3.
{
  "formula": "C11H28BClF4O4",
  "method": "the ωB97M-V functional and the def2-TZVPD basis",
  "elements": ["Cl", "F", "F", "F", "F", "O", "O", "O", "O", "C", "C", "C", "C", "C", "C", "C", "C", "C", "C", "C", "B", "H", "H", "H", "H", "H", "H", "H", "H", "H", "H", "H", "H", "H", "H", "H", "H", "H", "H", "H", "H", "H", "H", "H", "H", "H", "H", "H", "H"],
  "coordinates": [[-0.900, 0.450, -4.015], [-3.216, 2.797, -3.119], [0.772, 4.417, -3.658], [-2.098, 4.610, -4.256], [-2.730, 2.540, -5.479], [1.347, -3.432, 2.275], [3.220, 1.485, -0.020], [-0.433, 1.018, -1.317], [-1.333, -2.228, 2.269], [1.867, 2.804, 1.466], [1.412, -5.635, 1.314], [1.691, -4.161, 1.106], [-2.219, 3.136, -4.200], [1.779, 2.176, -4.189], [0.588, 2.984, -3.335], [-2.359, -2.166, 4.443], [2.267, 2.536, 0.030], [-1.643, 0.771, -0.615], [-2.543, -2.474, 2.971], [-1.459, 1.079, 0.856], [-0.838, 2.331, -3.823], [0.355, -5.797, 1.548], [1.435, 1.907, 1.922], [2.743, 3.075, 2.066], [-3.323, -1.839, 2.541], [-2.061, -1.122, 4.583], [2.719, 3.428, -0.414], [-1.564, -2.785, 4.871], [1.667, -6.210, 0.419], [2.774, 2.767, -3.991], [0.251, 0.443, -0.934], [-2.829, -3.520, 2.822], [-2.423, 1.407, -1.045], [1.906, 1.066, -3.825], [1.399, 2.252, -0.573], [-1.161, 2.124, 0.996], [-3.284, -2.347, 4.997], [1.423, 2.236, -5.323], [1.097, -3.772, 0.274], [2.806, 0.695, 0.370], [-1.929, -0.275, -0.765], [-0.664, 0.461, 1.285], [0.759, 2.847, -2.165], [1.887, -3.780, 3.006], [2.749, -3.989, 0.884], [-0.649, -2.803, 2.652], [1.989, -6.023, 2.159], [-2.384, 0.899, 1.411], [1.136, 3.616, 1.523]],
  "forces_ev_per_angstrom": [[-0.267, 2.813, -0.331], [2.609, 1.306, -3.338], [-0.621, -2.417, 0.528], [-0.901, -4.908, -0.168], [1.068, 2.562, 3.772], [0.051, 0.200, 0.562], [0.099, -0.495, -0.106], [0.516, -0.035, 0.421], [0.064, -0.071, -0.074], [-0.037, 0.179, 0.150], [-0.095, -0.185, -0.092], [0.091, -0.335, 0.038], [-2.060, 0.282, -0.160], [-0.482, 0.824, 0.293], [1.352, -0.581, -0.035], [-0.126, 0.101, 0.210], [-0.118, -0.100, 0.292], [-0.072, -0.174, 0.434], [0.349, -0.024, 0.114], [-0.023, 0.121, 0.160], [0.903, -1.173, 0.383], [0.114, 0.065, -0.123], [-0.087, 0.085, -0.072], [-0.098, 0.033, -0.152], [0.174, -0.066, -0.068], [-0.109, -0.112, -0.069], [0.093, -0.227, -0.007], [-0.129, -0.043, -0.020], [-0.014, -0.012, 0.121], [-1.963, -1.179, -0.623], [-0.373, 0.221, -0.227], [-0.226, -0.003, 0.075], [0.229, -0.063, -0.113], [-0.431, 2.306, -0.794], [0.008, 0.233, 0.211], [-0.141, -0.065, -0.078], [0.101, 0.004, 0.040], [1.208, -0.293, 2.393], [0.030, 0.100, 0.255], [0.284, 0.418, -0.145], [-0.164, 0.037, 0.061], [-0.202, -0.112, 0.011], [-0.510, 0.455, -2.792], [-0.281, 0.217, -0.372], [-0.020, -0.053, -0.163], [-0.008, 0.272, -0.357], [0.062, 0.003, -0.132], [0.136, -0.025, 0.021], [0.019, -0.084, 0.065]],
  "mulliken_charge": [-0.217, -0.251, -0.350, -0.208, -0.243, -0.514, -0.561, -0.264, -0.396, -1.098, -1.045, -0.179, 0.775, -0.973, 0.795, -1.033, 1.157, -0.265, -0.216, -0.879, 0.051, 0.258, 0.194, 0.329, 0.289, 0.253, 0.385, 0.304, 0.332, 0.348, 0.070, 0.251, 0.255, 0.264, -0.808, 0.256, 0.360, 0.254, 0.242, 0.339, 0.270, 0.138, -0.475, 0.255, 0.298, 0.213, 0.332, 0.385, 0.323],
  "mol_weight_g_mol": 346.6,
  "lumo_ev": -0.673,
  "e_homo_ev": -10.21,
  "smiles": "C[C@@H](F)B(Cl)C(F)(F)F.CCO.CCO.CCO.CCO",
  "total_energy_ev": -44117.3814
}